# 1
The following is a DFT calculation (the ωB97M-V functional and the def2-TZVPD basis) of a molecular structure, C47H37ClLiN4O2P2.

Max |F|   0.884 eV/A
Charge   -1
E_LUMO   1.917 eV
Energy relative to the best compared isomer or geometry (same formula, charge and spin)   95.0 kJ/mol
Multiplicity   1
Frontier orbital gap   0.2019 Ha
Energy   -90704.40180 eV

Each line ends with the Mulliken charge.
Element x y z (Å)
1 Li -0.220 1.301 1.044  1.8405
2 O 1.852 6.400 5.323  -0.7338
3 C 1.901 6.489 4.083  0.4983
4 O 2.415 7.348 3.342  -0.7304
5 C 1.368 5.240 3.333  -0.5492
6 C 0.925 4.124 4.024  -1.0733
7 C 0.486 3.012 3.321  0.7948
8 N 0.431 2.987 1.986  0.1441
9 C 0.853 4.062 1.315  1.0020
10 C 1.338 5.195 1.948  -1.3569
11 C 0.852 3.934 -0.168  0.1398
12 C 0.974 5.046 -0.996  -0.8142
13 C 1.095 4.853 -2.360  -0.9539
14 C 1.103 3.560 -2.855  -1.3634
15 C 0.936 2.517 -1.961  -0.3031
16 N 0.786 2.689 -0.650  1.1938
17 C 0.050 1.765 4.011  0.4452
18 C 0.353 1.551 5.353  -0.8626
19 C -0.088 0.392 5.966  -0.4039
20 C -0.823 -0.515 5.224  -1.0128
21 C -1.060 -0.234 3.889  -0.0146
22 N -0.626 0.869 3.280  -0.1199
23 H 0.935 4.178 5.103  0.5261
24 H 1.723 6.050 1.410  0.5005
25 H 0.978 6.040 -0.573  0.4892
26 H 1.188 5.702 -3.026  0.4222
27 H 1.212 3.354 -3.911  0.5476
28 H 0.911 1.492 -2.304  0.6220
29 H 0.935 2.275 5.903  0.3525
30 H 0.141 0.205 7.008  0.4229
31 H -1.201 -1.432 5.655  0.4341
32 H -1.612 -0.931 3.274  0.5625
33 N 0.256 -0.729 -1.133  -0.4837
34 P 1.386 -0.745 0.140  0.4958
35 C 2.125 -2.408 -0.026  0.0553
36 C 3.493 -2.642 0.104  -0.8020
37 C 3.994 -3.933 0.021  -0.6745
38 C 3.138 -5.004 -0.192  -0.7143
39 C 1.773 -4.781 -0.310  -0.5269
40 C 1.272 -3.491 -0.221  0.7493
41 C 2.789 0.267 -0.461  0.5133
42 C 3.326 0.156 -1.741  -0.0687
43 C 4.331 1.013 -2.160  -0.7717
44 C 4.822 1.982 -1.293  -0.5315
45 C 4.314 2.085 -0.007  -0.4588
46 C 3.300 1.229 0.403  -0.4790
47 P -1.384 -0.315 -0.759  -0.3827
48 C -1.646 0.957 -2.157  0.3810
49 C -2.198 2.180 -1.794  0.0017
50 C -2.469 3.166 -2.738  -0.7040
51 C -2.184 2.935 -4.074  -0.5190
52 C -1.640 1.713 -4.459  -0.8051
53 C -1.388 0.736 -3.510  -0.3153
54 C -2.418 -1.539 -1.646  0.8676
55 C -3.765 -1.238 -1.841  -0.8057
56 C -4.606 -2.128 -2.490  -0.6099
57 C -4.111 -3.332 -2.972  -0.6396
58 C -2.772 -3.639 -2.788  -0.5246
59 C -1.936 -2.752 -2.125  -0.3383
60 H 0.446 -1.258 -1.976  0.5260
61 H 4.173 -1.813 0.259  0.4602
62 H 5.060 -4.099 0.117  0.4101
63 H 3.533 -6.010 -0.258  0.3704
64 H 1.090 -5.609 -0.454  0.4750
65 H 0.204 -3.320 -0.275  -0.5295
66 H 2.944 -0.599 -2.421  0.3725
67 H 4.731 0.930 -3.163  0.3950
68 H 5.600 2.660 -1.623  0.3774
69 H 4.688 2.843 0.669  0.4298
70 H 2.874 1.336 1.395  0.2960
71 H -2.411 2.375 -0.746  0.3488
72 H -2.894 4.114 -2.428  0.4545
73 H -2.386 3.699 -4.815  0.3982
74 H -1.426 1.521 -5.504  0.4020
75 H -0.988 -0.222 -3.832  0.3322
76 H -4.159 -0.290 -1.491  0.3746
77 H -5.652 -1.879 -2.621  0.3892
78 H -4.767 -4.031 -3.475  0.3910
79 H -2.376 -4.583 -3.141  0.4569
80 H -0.903 -3.031 -1.960  -0.0360
81 Cl -3.718 -7.719 -0.058  -0.2995
82 C -3.131 -6.116 0.346  0.3094
83 C -1.842 -5.949 0.821  -0.8203
84 C -1.380 -4.679 1.126  -0.0265
85 C -2.169 -3.520 0.949  -0.2520
86 C -1.668 -2.178 1.119  -1.5520
87 C -3.494 -3.755 0.512  -0.5382
88 C -3.966 -5.017 0.208  -0.8463
89 H -1.207 -6.814 0.970  0.4195
90 H -0.381 -4.577 1.535  0.5808
91 H -0.764 -2.119 1.729  0.6300
92 H -2.439 -1.492 1.474  0.8980
93 H -4.158 -2.907 0.388  0.4190
94 H -4.982 -5.153 -0.142  0.4289

---

# 2
The following is a DFT calculation (the ωB97M-V functional and the def2-TZVPD basis) of a molecular structure, C47H37N8O6Zr.

Max |F|   1.311 eV/A
Charge   -1
E_LUMO   1.688 eV
Multiplicity   1
Frontier orbital gap   0.2522 Ha
Energy   -74835.82937 eV

Each line ends with the Mulliken charge.
Element x y z (Å)
1 Zr 0.121 -0.152 1.304  -1.5485
2 O 0.448 3.237 4.058  -0.7796
3 C 0.557 2.466 3.115  -0.6355
4 N -0.300 1.518 2.698  1.2725
5 C -1.358 1.053 3.537  -0.1986
6 C -1.422 1.220 4.920  -0.9737
7 C -2.447 0.641 5.649  -0.7596
8 C -3.429 -0.098 5.005  -0.7317
9 C -3.376 -0.272 3.633  -1.1127
10 C -2.336 0.282 2.892  0.5350
11 N -2.072 -0.043 1.533  1.2832
12 C -3.050 -0.510 0.739  0.0289
13 O -4.256 -0.353 0.837  -0.7697
14 C -2.525 -1.435 -0.341  -0.0713
15 C -3.427 -2.134 -1.122  -0.6542
16 C -2.947 -3.092 -1.996  -1.0749
17 C -1.579 -3.312 -2.057  -0.9523
18 C -0.748 -2.553 -1.255  -0.5972
19 N -1.205 -1.624 -0.411  1.9818
20 C 1.794 2.566 2.248  1.0995
21 C 2.755 3.505 2.575  -0.8876
22 C 3.877 3.621 1.778  -0.6390
23 C 3.995 2.783 0.681  -1.3159
24 C 2.992 1.863 0.436  -0.3508
25 N 1.899 1.750 1.196  0.9973
26 H -0.656 1.795 5.415  0.4875
27 H -2.469 0.759 6.726  0.3750
28 H -4.231 -0.558 5.570  0.3973
29 H -4.132 -0.855 3.127  0.4798
30 H -4.480 -1.916 -0.994  0.6317
31 H -3.627 -3.673 -2.609  0.4309
32 H -1.152 -4.067 -2.705  0.5273
33 H 0.325 -2.694 -1.275  0.2766
34 H 2.582 4.111 3.452  0.5853
35 H 4.651 4.342 2.011  0.4209
36 H 4.854 2.823 0.023  0.5197
37 H 3.083 1.176 -0.389  0.4539
38 C 0.121 -0.930 -4.403  -0.5710
39 C 0.795 0.293 -4.976  1.2678
40 C 1.411 0.229 -6.226  -0.6012
41 C 1.989 1.341 -6.820  -0.7264
42 C 1.959 2.562 -6.159  -0.5899
43 C 1.383 2.644 -4.903  -0.9510
44 C 0.811 1.522 -4.304  -0.1831
45 N 0.215 1.675 -3.027  0.6695
46 C 0.534 0.975 -1.878  -0.8136
47 N 1.662 0.235 -2.004  1.2377
48 C 2.193 -0.862 -1.249  -0.2261
49 C 1.674 -1.236 -0.015  1.7731
50 C 2.261 -2.377 0.549  -0.7712
51 C 3.283 -3.085 -0.060  -1.3656
52 C 3.796 -2.637 -1.270  -0.9243
53 C 3.265 -1.511 -1.883  1.2568
54 C 3.838 -1.015 -3.191  -1.6116
55 N -0.184 1.109 -0.796  1.4708
56 C -1.416 1.850 -1.011  -2.0239
57 C -2.455 1.250 -1.721  0.2947
58 C -3.663 1.893 -1.925  -0.6942
59 C -3.840 3.181 -1.438  -0.9760
60 C -2.791 3.805 -0.784  -0.8872
61 C -1.565 3.168 -0.565  1.6610
62 C -0.463 3.927 0.118  -1.5498
63 H -0.348 -1.509 -5.201  0.6376
64 H -0.650 -0.662 -3.679  -0.3476
65 H 0.834 -1.586 -3.890  0.1520
66 H 1.410 -0.720 -6.752  0.4377
67 H 2.453 1.258 -7.796  0.3906
68 H 2.394 3.444 -6.612  0.4012
69 H 1.376 3.586 -4.363  0.4558
70 H -0.339 2.502 -2.874  0.4040
71 H 2.112 0.371 -2.891  -0.3273
72 H 1.913 -2.728 1.511  0.4383
73 H 3.700 -3.965 0.418  0.4616
74 H 4.623 -3.157 -1.742  0.3970
75 H 4.766 -1.541 -3.412  0.4158
76 H 4.075 0.054 -3.163  0.3279
77 H 3.161 -1.177 -4.037  0.2190
78 H -2.305 0.256 -2.123  -0.0582
79 H -4.464 1.382 -2.448  0.4360
80 H -4.782 3.701 -1.577  0.3695
81 H -2.910 4.823 -0.426  0.4706
82 H -0.598 4.999 -0.028  0.5949
83 H 0.519 3.643 -0.257  0.2070
84 H -0.478 3.733 1.189  0.2515
85 O -2.330 -5.734 5.345  -0.7340
86 C -1.299 -5.058 5.568  0.3601
87 O -0.463 -5.091 6.493  -0.7134
88 C -1.025 -3.966 4.513  0.0897
89 C -1.649 -4.016 3.272  -1.2308
90 C -1.342 -3.084 2.307  -0.4173
91 N -0.455 -2.099 2.506  1.4047
92 C 0.131 -2.038 3.721  0.9251
93 C -0.122 -2.936 4.733  -0.9239
94 C 1.179 -0.968 3.874  -0.0343
95 O 1.621 -0.657 4.948  -0.7212
96 O 1.556 -0.470 2.705  -0.3398
97 H -2.374 -4.798 3.091  0.5752
98 H -1.816 -3.126 1.340  0.5041
99 H 0.399 -2.851 5.677  0.6243

---

# 3
The following is a DFT calculation (the ωB97M-V functional and the def2-TZVPD basis) of a molecular structure, C47H38F3HgN6O4P2S2.

Max |F|   5.124 eV/A
Charge   -2
E_LUMO (alpha / beta)   3.534 / 3.534 eV
Energy relative to the best compared isomer or geometry (same formula, charge and spin)   522.6 kJ/mol
Multiplicity   2
Frontier orbital gap (alpha / beta)   0.1134 / 0.2236 Ha
Energy   -119060.44995 eV

Each line ends with the Mulliken charge.
Element x y z (Å)
1 Hg 1.043 0.416 -0.302  1.0995
2 C -2.407 -2.135 1.059  0.1232
3 P -2.399 -3.776 1.957  -0.1749
4 C -4.132 -4.210 2.029  0.8639
5 C -4.425 -5.573 1.992  -0.6210
6 C -5.702 -5.942 2.375  -0.5216
7 C -6.669 -5.075 2.864  -0.6399
8 C -6.338 -3.711 2.820  -0.6006
9 C -5.031 -3.292 2.527  -0.3895
10 C -1.706 -4.961 0.784  0.2112
11 C -2.346 -5.469 -0.319  0.2670
12 C -1.629 -6.312 -1.138  -0.8884
13 C -0.320 -6.700 -0.832  -0.4129
14 C 0.302 -6.291 0.375  -0.6714
15 C -0.481 -5.489 1.135  -0.1300
16 C -1.852 -1.066 1.845  -0.2553
17 C -1.799 -1.091 3.334  -0.6879
18 C -1.124 0.060 3.666  -1.3170
19 C -0.816 0.803 2.455  -0.6968
20 C -0.254 2.110 2.365  0.2012
21 P 1.523 1.935 1.549  0.1764
22 C 2.599 1.666 2.902  0.4314
23 C 2.360 2.463 4.056  -0.6948
24 C 2.840 1.996 5.274  -0.6500
25 C 3.615 0.856 5.306  -0.6492
26 C 3.973 0.184 4.118  -0.1243
27 C 3.477 0.619 2.914  -0.0753
28 C 1.748 3.645 0.944  0.6876
29 C 0.782 4.687 1.026  -0.1096
30 C 1.018 5.974 0.514  -0.7123
31 C 2.204 6.101 -0.292  -0.3643
32 C 2.998 5.032 -0.588  -0.6316
33 C 2.898 3.817 0.121  -0.3152
34 N -1.335 0.126 1.388  -0.2496
35 H -3.434 -1.913 0.836  0.4363
36 H -1.803 -2.276 0.124  0.0552
37 H -3.678 -6.257 1.611  0.4004
38 H -6.116 -6.936 2.413  0.2969
39 H -7.690 -5.444 3.022  0.3266
40 H -7.021 -2.968 3.232  0.3369
41 H -4.812 -2.223 2.596  0.3255
42 H -3.328 -5.094 -0.640  0.4687
43 H -2.149 -6.837 -1.948  0.3621
44 H 0.145 -7.341 -1.530  0.4277
45 H 1.248 -6.801 0.709  0.3218
46 H -0.189 -5.402 2.208  0.2871
47 H -2.170 -1.868 4.013  0.4806
48 H -0.913 0.376 4.744  0.1792
49 H -0.294 2.664 3.332  0.4880
50 H -0.787 2.587 1.548  0.3621
51 H 1.763 3.355 3.923  0.4593
52 H 2.548 2.542 6.188  0.3318
53 H 4.125 0.548 6.226  0.3140
54 H 4.657 -0.689 4.117  0.2543
55 H 3.669 0.066 2.003  0.2584
56 H -0.130 4.508 1.669  0.2364
57 H 0.348 6.825 0.635  0.3939
58 H 2.462 7.084 -0.668  0.3803
59 H 3.857 5.227 -1.247  0.3519
60 H 3.683 3.021 0.014  0.3182
61 O 7.096 -2.262 0.706  -0.5418
62 C 6.377 -2.014 1.774  0.3957
63 O 6.850 -1.387 2.735  -0.6284
64 C 4.975 -2.556 1.651  0.4446
65 C 4.200 -3.255 2.591  -0.8185
66 N 2.964 -3.458 2.089  0.3026
67 N 2.832 -2.780 0.895  -0.6148
68 C 4.005 -2.213 0.620  0.5435
69 C 4.224 -1.476 -0.559  0.3379
70 O 5.362 -1.742 -1.079  -0.8851
71 O 3.355 -0.657 -1.014  -0.4283
72 H 6.546 -2.163 -0.134  0.5240
73 H 4.533 -3.682 3.564  0.4428
74 H 2.288 -4.130 2.378  0.1281
75 F -3.880 -1.401 -4.296  -0.3566
76 C -2.568 -1.319 -3.700  0.5542
77 F -2.422 -2.478 -3.026  -0.1408
78 F -1.724 -1.246 -4.756  -0.2201
79 C -2.504 -0.121 -2.824  -0.4995
80 C -3.612 0.621 -2.588  -0.1612
81 C -3.378 1.914 -1.996  -0.9021
82 C -2.115 2.302 -1.689  -0.5221
83 N -1.025 1.602 -1.939  -0.2442
84 C -1.199 0.347 -2.365  0.8920
85 S 0.230 -0.562 -2.431  -0.4016
86 H -4.604 0.273 -2.746  0.5175
87 H -4.220 2.583 -1.896  0.3972
88 H -1.987 3.276 -1.251  0.5836
89 N -1.737 6.360 -7.281  -0.3976
90 C -0.488 6.652 -6.841  0.0823
91 S 0.247 8.054 -7.277  -0.6237
92 C 0.154 5.571 -5.970  0.5191
93 C -0.492 4.633 -5.147  -0.5462
94 C 0.294 3.765 -4.381  -0.4176
95 N 1.596 3.934 -4.218  -0.3487
96 C 2.251 4.713 -5.118  -0.6156
97 C 1.538 5.518 -5.965  -0.2235
98 H -2.247 7.012 -7.914  0.1928
99 H -2.060 5.427 -7.062  0.1478
100 H -1.556 4.535 -5.191  0.3532
101 H -0.172 2.917 -3.900  0.3336
102 H 3.368 4.551 -5.167  0.2594
103 H 2.100 6.193 -6.635  0.2541

---

Q: What is the formula in the second record?
A: C47H37N8O6Zr